(1)
Computed, not measured: a molecular structure, C5H9N4S2 at a distorted geometry, with ωB97M-V/def2-TZVPD.

largest force on an atom	4.6	eV/A
ΔE to the lowest compared entry with this formula, charge and spin	84.9	kJ/mol
molecular weight	189.29	g mol⁻¹
HOMO energy	-12.4563	eV
calculated total energy	-32954.389	eV

The geometry in ORCA input format:
```
! wB97M-V def2-TZVPD RIJCOSX def2/J DEFGRID3
* xyz 1 1
C 0.68 2.19 -0.49
C -1.28 -1.63 0.76
C 1.48 -0.17 -1.17
C 0.74 -0.42 1.67
C 0.21 0.13 0.38
N 0.11 1.45 0.34
N -0.96 -0.64 -0.02
N 0.64 3.48 -0.37
N -2.42 -2.39 0.69
S 1.51 1.41 -1.90
S -0.10 -1.95 1.99
H 2.43 -0.49 -0.78
H 0.92 -0.96 -1.69
H 1.88 -0.40 1.79
H 0.37 0.09 2.57
H -1.56 -0.35 -0.84
H 0.10 3.82 0.48
H 1.32 4.17 -0.70
H -2.83 -2.56 -0.16
H -2.50 -3.35 1.20
*
```

Mulliken population analysis, charges in e, atoms 1 to 4: atom 1 (C): 0.44, atom 2 (C): 0.49, atom 3 (C): -0.53, atom 4 (C): -0.52

***

(2)
Computed, not measured: 2 unconnected molecules or ions with the total composition C2H4OS3 at a distorted geometry, with ωB97M-V/def2-TZVPD.

largest force on an atom	2.9	eV/A
ΔE to the lowest compared entry with this formula, charge and spin	181.3	kJ/mol
molecular weight	140.25	g mol⁻¹
HOMO energy (alpha / beta)	-9.3094 / -9.3092	eV
calculated total energy	-36690.182	eV

The geometry in ORCA input format:
```
! wB97M-V def2-TZVPD RIJCOSX def2/J DEFGRID3
* xyz 0 1
C 0.89 -0.27 0.80
C -0.29 -0.35 -0.08
O 3.57 -2.27 1.02
S 4.21 0.48 0.51
S 1.01 -0.71 2.27
S 3.82 -1.01 1.69
H 1.66 0.18 0.21
H 0.04 -0.58 -1.16
H -0.87 0.59 0.04
H -1.10 -1.02 0.32
*
```

Mulliken population analysis, charges in e, atoms 1 to 4: atom 1 (C): 0.39, atom 2 (C): -0.99, atom 3 (O): -0.37, atom 4 (S): -0.20

***

(3)
Computed, not measured: 3 unconnected molecules or ions with the total composition C3H10NO at a distorted geometry, with ωB97M-V/def2-TZVPD.

largest force on an atom	5.1	eV/A
ΔE to the lowest compared entry with this formula, charge and spin	628.4	kJ/mol
molecular weight	76.12	g mol⁻¹
expectation value of S²	0.768
HOMO energy (alpha / beta)	-9.7712 / -9.8453	eV
calculated total energy	-6802.233	eV

The geometry in ORCA input format:
```
! wB97M-V def2-TZVPD RIJCOSX def2/J DEFGRID3
* xyz 0 2
O -3.57 0.14 -0.12
C -2.31 -0.42 -0.38
C -1.02 0.27 0.28
N 0.15 -0.20 -0.20
C 3.23 0.27 0.03
H -2.76 -0.40 1.45
H -2.19 -0.44 -1.45
H -2.49 -1.48 -0.13
H -1.16 1.39 0.11
H -0.89 0.06 1.30
H 0.12 -0.33 -1.16
H 3.81 -0.57 -0.47
H 3.58 0.26 1.06
H 3.44 1.30 -0.44
H 2.07 0.15 0.12
*
```

Mulliken population analysis, charges in e, atoms 1 to 4: atom 1 (O): -0.47, atom 2 (C): -0.66, atom 3 (C): -0.46, atom 4 (N): -0.47

***

(4)
Computed, not measured: 2 unconnected molecules or ions with the total composition C3H10OS2 at a distorted geometry, with ωB97M-V/def2-TZVPD.

largest force on an atom	1.4	eV/A
ΔE to the lowest compared entry with this formula, charge and spin	20.9	kJ/mol
molecular weight	126.25	g mol⁻¹
HOMO energy	-9.0853	eV
calculated total energy	-26991.074	eV
SMILES	CCCSS.O

The geometry in ORCA input format:
```
! wB97M-V def2-TZVPD RIJCOSX def2/J DEFGRID3
* xyz 0 1
C -0.85 0.12 1.68
C -2.22 -0.13 2.33
C -1.01 0.35 0.18
S 0.59 1.03 -0.46
S 0.09 1.51 -2.38
H -0.29 -0.78 1.83
H -0.31 0.93 2.16
H -2.63 -1.09 2.03
H -2.03 -0.34 3.40
H -2.92 0.69 2.18
H -1.78 1.08 -0.02
H -1.14 -0.58 -0.36
H -0.55 2.69 -2.21
H 4.44 -2.33 -3.50
H 5.30 -1.19 -3.14
O 5.32 -1.97 -3.71
*
```

Mulliken population analysis, charges in e, atoms 1 to 4: atom 1 (C): -0.55, atom 2 (C): -1.17, atom 3 (C): -0.57, atom 4 (S): -0.08

***

(5)
Computed, not measured: a molecular structure, C5H10FeO3 at a distorted geometry, with ωB97M-V/def2-TZVPD.

largest force on an atom	1.8	eV/A
ΔE to the lowest compared entry with this formula, charge and spin	123.0	kJ/mol
molecular weight	173.98	g mol⁻¹
expectation value of S²	6.025
HOMO energy (alpha / beta)	-7.0886 / -7.8737	eV
calculated total energy	-45872.205	eV

The geometry in ORCA input format:
```
! wB97M-V def2-TZVPD RIJCOSX def2/J DEFGRID3
* xyz 0 5
C -0.44 2.20 -0.40
O -1.68 1.43 -0.33
C -1.73 0.43 0.64
C -1.32 -0.94 0.15
O 0.08 -1.00 -0.12
C 0.58 -2.31 -0.34
H -0.55 2.84 -1.29
H -0.39 2.86 0.48
H -2.77 0.35 0.99
H -1.10 0.70 1.52
H -1.87 -1.21 -0.77
H -1.56 -1.68 0.93
H 1.67 -2.23 -0.49
H 0.39 -2.94 0.55
H 0.09 -2.76 -1.21
Fe 1.05 0.67 -0.61
O 2.54 0.76 0.81
C 3.00 1.17 -0.30
H 4.01 1.66 -0.21
*
```

Mulliken population analysis, charges in e, atoms 1 to 4: atom 1 (C): -0.49, atom 2 (O): -0.41, atom 3 (C): -0.81, atom 4 (C): -0.23

***

(6)
Computed, not measured: 3 unconnected molecules or ions with the total composition C16H41NO13P2Si at a distorted geometry, with ωB97M-V/def2-TZVPD.

largest force on an atom	9.7	eV/A
molecular weight	545.53	g mol⁻¹
HOMO energy	-9.6448	eV
calculated total energy	-71810.656	eV
SMILES	O=NO[SiH2]COCOCCO.CCOP(=O)(OCC)OCC.CCOP(=O)(OCC)OCC

The geometry in ORCA input format:
```
! wB97M-V def2-TZVPD RIJCOSX def2/J DEFGRID3
* xyz 0 1
O 3.26 0.65 3.01
N 2.42 0.06 2.34
O 2.13 0.74 1.20
Si 1.50 2.35 1.55
C -0.46 2.45 1.40
O -0.94 2.61 2.78
C -2.20 3.38 2.84
O -3.29 2.60 3.45
C -3.63 1.41 2.67
C -4.56 1.78 1.37
O -5.77 0.93 1.43
H 2.12 3.31 0.61
H 1.85 2.85 2.89
H -0.69 3.37 0.70
H -0.79 1.42 0.90
H -1.99 4.29 3.58
H -2.49 3.90 1.81
H -2.72 0.75 2.33
H -4.28 0.71 3.39
H -4.83 2.94 1.40
H -3.99 1.62 0.34
H -6.31 1.19 0.63
O 4.36 3.19 -1.49
P 5.70 3.45 -2.22
O 5.00 3.64 -3.71
C 4.38 4.89 -3.97
C 5.42 5.99 -4.17
O 6.05 1.82 -2.34
C 5.55 0.88 -1.41
C 4.33 0.19 -1.98
O 7.20 3.74 -3.04
C 7.98 2.75 -3.69
C 7.37 2.24 -4.98
H 3.70 5.15 -3.16
H 3.79 4.78 -4.88
H 5.96 6.18 -3.25
H 4.94 6.92 -4.48
H 6.15 5.69 -4.93
H 5.35 1.33 -0.43
H 6.34 0.13 -1.25
H 3.54 0.90 -2.24
H 3.92 -0.54 -1.27
H 4.59 -0.34 -2.91
H 8.24 1.94 -3.00
H 8.94 3.24 -3.93
H 6.44 1.69 -4.80
H 8.06 1.57 -5.49
H 7.12 3.08 -5.64
O -4.43 -3.00 -0.01
P -3.77 -3.70 1.20
O -4.10 -5.23 0.65
C -3.26 -5.75 -0.37
C -1.89 -6.10 0.17
O -5.11 -3.50 2.16
C -6.02 -2.43 1.97
C -7.22 -2.92 1.19
O -3.02 -4.50 2.55
C -3.70 -4.92 3.72
C -4.60 -6.12 3.50
H -3.18 -5.02 -1.19
H -3.74 -6.64 -0.77
H -1.35 -5.21 0.49
H -1.29 -6.60 -0.60
H -1.97 -6.76 1.04
H -5.54 -1.57 1.50
H -6.35 -2.11 2.96
H -6.93 -3.34 0.22
H -7.94 -2.11 1.02
H -7.73 -3.72 1.73
H -4.23 -4.08 4.20
H -2.92 -5.21 4.43
H -5.45 -5.88 2.85
H -5.01 -6.47 4.45
H -4.05 -6.94 3.03
*
```

Mulliken population analysis, charges in e, atoms 1 to 4: atom 1 (O): -0.34, atom 2 (N): 0.25, atom 3 (O): -0.07, atom 4 (Si): 0.48